1.
{
  "formula": "C4H12",
  "method": "ωB97M-V/def2-TZVPD",
  "elements": ["C", "C", "H", "H", "H", "H", "H", "H", "C", "C", "H", "H", "H", "H", "H", "H"],
  "xyz": [[1.637, 0.863, 1.093], [2.287, 0.399, -0.228], [2.273, 1.182, 1.923], [1.060, 1.774, 0.903], [0.958, 0.084, 1.411], [1.688, 0.793, -1.042], [3.230, 0.868, -0.564], [2.379, -0.667, -0.260], [-2.494, -0.138, -0.672], [-1.354, -1.183, -0.111], [-2.102, 0.826, -0.259], [-2.521, 0.080, -1.759], [-3.370, -0.772, -0.508], [-1.896, -2.144, -0.106], [-1.268, -0.947, 0.948], [-0.507, -1.019, -0.769]],
  "lowdin_charge": [-0.16, -0.16, 0.07, 0.06, 0.03, 0.05, 0.08, 0.05, 0.13, 0.08, 0.17, 0.13, 0.14, 0.11, 0.10, 0.12],
  "homo_ev": [-14.82, -14.81],
  "spin_multiplicity": 2,
  "lumo_ev": [-3.689, -11.088],
  "total_charge": 1,
  "gap_ev": [11.135, 3.721]
}



2.
{
  "formula": "C4H12BClN2O2Si",
  "method": "ωB97M-V/def2-TZVPD",
  "elements": ["N", "C", "C", "Si", "C", "C", "O", "Cl", "B", "N", "O", "H", "H", "H", "H", "H", "H", "H", "H", "H", "H", "H", "H"],
  "xyz": [[2.943, -0.858, 0.353], [2.534, 0.089, -0.693], [1.029, 0.040, -0.991], [-0.121, -0.055, 0.511], [-1.208, -1.616, 0.394], [-2.240, -1.517, -0.675], [-2.249, -0.766, -1.592], [-3.578, -2.698, -0.504], [-1.173, 1.671, 0.718], [-2.108, 2.147, -0.223], [-0.865, 2.522, 1.768], [3.605, -1.534, 0.000], [3.367, -0.399, 1.145], [2.814, 1.113, -0.432], [3.073, -0.154, -1.612], [0.743, 0.947, -1.532], [0.811, -0.794, -1.665], [0.661, -0.243, 1.761], [-0.558, -2.460, 0.135], [-1.664, -1.886, 1.345], [-2.721, 2.889, 0.089], [-2.579, 1.497, -0.832], [-0.515, 2.062, 2.534]],
  "lowdin_charge": [-0.03, -0.34, -0.29, 0.75, -0.29, -0.86, 0.04, 0.62, -0.67, 0.16, 0.06, 0.06, 0.06, 0.10, 0.10, 0.07, 0.07, -0.01, 0.10, 0.07, 0.08, 0.05, 0.07],
  "smiles": "NCC[Si@H](CC(=O)Cl)B(N)O",
  "homo_ev": -9.44,
  "lumo_ev": 0.570,
  "gap_ev": 10.006
}



3.
{
  "formula": "C4H12BF4O2RbS2",
  "method": "ωB97M-V/def2-TZVPD",
  "elements": ["Rb", "B", "F", "F", "F", "F", "C", "S", "O", "C", "H", "H", "H", "H", "H", "H", "C", "S", "O", "C", "H", "H", "H", "H", "H", "H"],
  "xyz": [[-0.183, -0.569, 0.416], [-2.566, 0.690, 4.535], [-1.141, 0.833, 4.660], [-2.758, -0.649, 4.339], [-3.216, 1.017, 5.697], [-3.128, 1.394, 3.506], [0.996, 6.735, 2.855], [1.849, 6.261, 1.341], [1.314, 4.850, 1.171], [0.872, 7.363, 0.281], [1.121, 7.761, 3.202], [1.477, 6.092, 3.592], [-0.049, 6.454, 2.723], [1.282, 8.358, 0.108], [-0.191, 7.421, 0.515], [0.978, 6.874, -0.688], [1.579, -6.690, -4.300], [0.367, -6.553, -2.907], [-0.372, -5.234, -3.085], [-0.764, -7.912, -3.439], [2.573, -6.356, -4.000], [1.317, -6.057, -5.147], [1.715, -7.673, -4.750], [-1.708, -7.577, -3.011], [-0.511, -8.914, -3.091], [-0.854, -7.919, -4.525]],
  "lowdin_charge": [0.94, -1.36, 0.03, 0.11, 0.12, 0.12, -0.27, 0.83, -0.57, -0.28, 0.06, 0.05, 0.06, 0.05, 0.06, 0.04, -0.26, 0.84, -0.59, -0.25, 0.04, 0.05, 0.05, 0.04, 0.05, 0.05],
  "homo_ev": -9.32,
  "lumo_ev": -1.413,
  "gap_ev": 7.911
}



4.
{
  "formula": "C4H12Cl2I2N2Pt",
  "method": "ωB97M-V/def2-TZVPD",
  "elements": ["Pt", "Cl", "C", "Cl", "H", "H", "N", "C", "C", "C", "N", "H", "H", "H", "H", "H", "H", "H", "H", "H", "H", "I", "I"],
  "xyz": [[0.987, -0.208, -0.313], [1.942, -0.389, 2.314], [3.509, 0.131, 1.670], [3.358, 0.421, -0.121], [4.244, -0.653, 1.809], [3.787, 1.070, 2.134], [-0.539, -1.440, -0.290], [-1.631, -1.064, 0.671], [-2.511, 0.067, 0.162], [-1.768, 1.141, -0.613], [-0.460, 1.461, 0.013], [-0.915, -1.576, -1.232], [-0.132, -2.338, -0.012], [-1.133, -0.803, 1.605], [-2.237, -1.948, 0.870], [-3.012, 0.498, 1.030], [-3.304, -0.319, -0.480], [-2.384, 2.037, -0.688], [-1.560, 0.819, -1.635], [-0.568, 1.717, 0.993], [-0.048, 2.270, -0.446], [1.033, -0.239, -3.098], [3.340, -0.656, -4.343]],
  "lowdin_charge": [0.55, 0.60, -0.82, 0.54, 0.06, 0.06, -0.14, -0.19, -0.16, -0.23, -0.07, 0.08, 0.13, 0.11, 0.14, 0.14, 0.13, 0.14, 0.08, 0.11, 0.11, 0.32, 0.29],
  "homo_ev": [-15.62, -15.75],
  "lumo_ev": [-9.043, -9.215],
  "total_charge": 2,
  "gap_ev": [6.572, 6.539]
}



5.
{
  "formula": "C4H12ClN2O3",
  "method": "ωB97M-V/def2-TZVPD",
  "elements": ["C", "C", "C", "C", "N", "N", "O", "O", "O", "Cl", "H", "H", "H", "H", "H", "H", "H", "H", "H", "H", "H", "H"],
  "xyz": [[0.788, -2.121, -0.584], [1.492, 0.276, 0.123], [-0.714, -0.512, 0.224], [-1.326, 0.797, 0.602], [-1.691, -1.437, -0.010], [0.549, -0.854, 0.068], [-0.461, 0.389, -1.870], [-0.884, 1.277, 1.696], [-2.186, 1.248, -0.095], [1.251, 3.193, 3.006], [1.838, -2.301, -0.780], [0.591, -2.988, 0.040], [0.113, -2.425, -1.476], [1.548, 0.870, 1.011], [2.458, -0.148, -0.075], [1.127, 0.974, -0.707], [-2.612, -0.942, -0.097], [-1.626, -2.247, -0.562], [1.978, 3.778, 2.155], [0.112, 0.039, -2.604], [-1.551, 1.913, 2.055], [-0.793, 1.222, -2.122]],
  "lowdin_charge": [-0.02, 0.02, -0.22, -0.53, 0.23, -0.11, -0.04, 0.16, 0.17, 0.34, 0.10, 0.10, 0.13, 0.06, 0.10, 0.12, 0.16, 0.09, -0.24, 0.13, 0.18, 0.06],
  "homo_ev": -14.41,
  "lumo_ev": -3.731,
  "total_charge": 1,
  "gap_ev": 10.677
}



6.
{
  "formula": "C4H12IO2",
  "method": "ωB97M-V/def2-TZVPD",
  "elements": ["I", "C", "C", "O", "H", "H", "H", "H", "H", "H", "C", "C", "O", "H", "H", "H", "H", "H", "H"],
  "xyz": [[-2.610, 1.569, 3.200], [-3.461, -0.405, -4.282], [-3.453, 0.285, -2.926], [-2.558, -0.426, -2.068], [-3.850, -1.423, -4.271], [-2.436, -0.520, -4.636], [-3.940, 0.250, -5.011], [-4.411, 0.387, -2.414], [-3.054, 1.289, -3.068], [-2.605, -0.059, -1.182], [4.515, -0.425, 2.898], [3.217, 0.292, 2.798], [2.356, -0.459, 3.641], [5.342, -0.003, 2.326], [4.482, -1.441, 2.505], [4.862, -0.545, 3.924], [2.801, 0.227, 1.793], [3.249, 1.341, 3.091], [1.554, 0.066, 3.684]],
  "lowdin_charge": [-0.98, -0.10, -0.32, -0.09, 0.07, 0.07, 0.07, 0.11, 0.10, 0.08, -0.11, -0.33, -0.08, 0.07, 0.07, 0.07, 0.11, 0.11, 0.08],
  "homo_ev": -3.50,
  "lumo_ev": 3.108,
  "total_charge": -1,
  "gap_ev": 6.606
}



7.
{
  "formula": "C4H12InO4",
  "method": "ωB97M-V/def2-TZVPD",
  "elements": ["In", "C", "C", "O", "O", "H", "H", "H", "H", "H", "H", "C", "C", "O", "O", "H", "H", "H", "H", "H", "H"],
  "xyz": [[-0.033, 0.393, 0.242], [-1.636, -2.423, 2.108], [-1.566, -1.356, 3.184], [-0.393, -0.581, 2.950], [-1.350, -1.829, 0.837], [-2.574, -2.992, 2.088], [-0.840, -3.147, 2.369], [-1.427, -1.786, 4.184], [-2.479, -0.737, 3.197], [-0.058, -0.267, 3.814], [-1.375, -2.582, 0.209], [1.981, 1.099, -2.597], [0.994, 2.206, -2.885], [-0.195, 1.830, -2.151], [2.325, 1.150, -1.229], [2.904, 1.271, -3.170], [1.648, 0.134, -2.978], [0.592, 2.206, -3.921], [1.323, 3.238, -2.705], [-0.919, 2.415, -2.462], [3.076, 1.756, -1.083]],
  "lowdin_charge": [1.73, -0.12, -0.13, -0.05, -0.10, 0.19, 0.17, 0.19, 0.18, 0.17, 0.16, -0.17, -0.10, -0.10, -0.03, 0.18, 0.16, 0.20, 0.17, 0.16, 0.17],
  "homo_ev": -22.17,
  "lumo_ev": -18.322,
  "total_charge": 3,
  "gap_ev": 3.846
}



8.
{
  "formula": "C4H12N2",
  "method": "ωB97M-V/def2-TZVPD",
  "elements": ["C", "C", "C", "N", "C", "N", "H", "H", "H", "H", "H", "H", "H", "H", "H", "H", "H", "H"],
  "xyz": [[0.681, 1.757, -1.893], [-0.272, 1.115, -0.901], [-0.246, -0.412, -1.036], [-0.649, -1.167, 0.128], [0.360, -1.171, 1.204], [-0.016, -0.277, 2.300], [0.490, 1.420, -2.926], [1.716, 1.509, -1.664], [0.633, 2.852, -1.979], [0.074, 1.336, 0.113], [-1.285, 1.524, -0.980], [0.772, -0.696, -1.312], [-0.828, -0.690, -1.917], [-1.482, -0.745, 0.519], [0.496, -2.198, 1.566], [1.303, -0.864, 0.758], [0.564, -0.521, 3.125], [-0.958, -0.537, 2.594]],
  "lowdin_charge": [-0.18, -0.29, -0.33, -0.08, -0.60, -0.10, 0.06, 0.05, 0.06, 0.08, 0.09, 0.09, 0.09, 0.06, 0.01, 0.06, -0.05, -0.04],
  "homo_ev": [1.56, -4.89],
  "spin_multiplicity": 2,
  "lumo_ev": [3.915, 3.754],
  "total_charge": -1,
  "gap_ev": [2.360, 8.645]
}



9.
{
  "formula": "C4H12N2",
  "method": "ωB97M-V/def2-TZVPD",
  "elements": ["C", "C", "N", "H", "H", "H", "H", "H", "H", "H", "C", "C", "N", "H", "H", "H", "H", "H"],
  "xyz": [[2.648, -1.477, -0.238], [3.207, -0.824, 1.053], [2.242, -0.117, 1.848], [3.543, -2.169, -0.700], [1.757, -2.171, -0.071], [2.455, -0.894, -1.054], [3.659, -1.620, 1.601], [4.009, -0.108, 0.726], [2.422, -0.160, 2.868], [2.182, 0.831, 1.483], [-2.899, 1.506, -1.669], [-4.269, 0.569, 0.056], [-3.261, 0.480, -0.754], [-3.589, 2.392, -1.551], [-3.117, 1.149, -2.846], [-1.788, 1.551, -1.826], [-4.519, -0.437, 0.513], [-4.681, 1.498, 0.560]],
  "lowdin_charge": [-0.13, -0.40, -0.04, 0.11, 0.09, 0.00, 0.08, 0.10, 0.07, 0.06, -0.39, -0.36, -0.26, 0.03, 0.03, 0.03, -0.01, 0.00],
  "homo_ev": [1.09, -3.29],
  "spin_multiplicity": 2,
  "lumo_ev": [3.086, 2.983],
  "total_charge": -1,
  "gap_ev": [1.992, 6.276]
}



10.
{
  "formula": "C4H12N2",
  "method": "ωB97M-V/def2-TZVPD",
  "elements": ["C", "C", "C", "C", "N", "N", "H", "H", "H", "H", "H", "H", "H", "H", "H", "H", "H", "H"],
  "xyz": [[0.304, 1.066, 0.204], [-0.609, 1.193, 1.421], [1.258, -1.886, -1.708], [-1.971, 0.553, 1.169], [0.567, -0.332, -0.063], [1.398, -0.515, -1.248], [1.105, -0.726, 0.716], [1.002, 0.098, -1.956], [-0.215, 1.469, -0.676], [1.223, 1.657, 0.355], [-0.131, 0.713, 2.276], [-0.733, 2.250, 1.661], [0.211, -2.199, -1.822], [1.769, -1.980, -2.666], [1.741, -2.546, -0.983], [-2.501, 1.086, 0.381], [-2.576, 0.580, 2.073], [-1.840, -0.483, 0.864]],
  "lowdin_charge": [-0.27, -0.26, -0.15, -0.12, -0.11, -0.14, 0.12, 0.09, 0.11, 0.11, 0.10, 0.10, 0.07, 0.07, 0.07, 0.07, 0.07, 0.06],
  "smiles": "CCCNNC",
  "homo_ev": -7.93,
  "lumo_ev": 1.208,
  "gap_ev": 9.143
}



11.
{
  "formula": "C4H12N2",
  "method": "ωB97M-V/def2-TZVPD",
  "elements": ["C", "C", "C", "C", "N", "N", "H", "H", "H", "H", "H", "H", "H", "H", "H", "H", "H", "H"],
  "xyz": [[0.532, -0.020, 0.130], [-1.542, 1.159, -0.226], [1.088, 0.559, -1.166], [1.586, -0.261, 1.205], [-0.655, 0.397, 0.624], [-1.305, -1.864, 0.082], [-0.110, -1.373, -0.161], [-2.246, -2.131, -0.235], [-1.289, -1.783, 1.104], [-2.514, 1.250, 0.259], [-1.126, 2.168, -0.349], [-1.684, 0.732, -1.223], [0.396, 0.422, -1.998], [1.291, 1.629, -1.063], [2.048, 0.681, 1.515], [2.369, -0.922, 0.828], [1.127, -0.719, 2.083], [2.035, 0.074, -1.410]],
  "lowdin_charge": [-0.50, -0.14, -0.06, -0.06, -0.01, -0.07, 0.14, 0.00, -0.02, 0.07, 0.09, 0.08, 0.07, 0.09, 0.08, 0.07, 0.08, 0.08],
  "homo_ev": [-7.86, -7.86],
  "lumo_ev": [-0.104, -0.103],
  "gap_ev": [7.757, 7.757]
}



12.
{
  "formula": "C4H12N2",
  "method": "ωB97M-V/def2-TZVPD",
  "elements": ["C", "N", "C", "C", "N", "C", "H", "H", "H", "H", "H", "H", "H", "H", "H", "H", "H", "H"],
  "xyz": [[1.327, -1.174, 2.271], [0.283, -0.909, 1.286], [0.753, -0.779, -0.069], [-0.340, -0.228, -0.993], [-0.470, 1.205, -0.809], [-1.446, 1.752, -1.775], [1.360, -2.234, 2.501], [0.983, -0.782, 3.233], [2.265, -0.676, 2.022], [-0.264, -0.102, 1.544], [1.644, -0.141, -0.225], [1.184, -1.712, -0.450], [-0.110, -0.427, -2.038], [-1.176, -0.903, -0.735], [-0.852, 1.464, 0.093], [-1.330, 2.833, -1.772], [-1.351, 1.200, -2.701], [-2.461, 1.612, -1.382]],
  "lowdin_charge": [-0.13, -0.13, -0.28, -0.27, -0.13, -0.13, 0.07, 0.07, 0.08, 0.09, 0.11, 0.11, 0.11, 0.12, 0.09, 0.07, 0.07, 0.07],
  "smiles": "CNCCNC",
  "homo_ev": -8.67,
  "lumo_ev": 1.205,
  "gap_ev": 9.878
}



no.,strongest force on any atom (eV/A)
1,2.96
2,0.63
3,2.35
4,1.29
5,4.20
6,1.78
7,2.17
8,1.05
9,4.79
10,0.64
11,5.36
12,1.83